{
  "formula": "C30H48BN4P2PtSe",
  "method": "the ωB97M-V functional and the def2-TZVPD basis",
  "symbols": ["Pt", "C", "C", "C", "C", "P", "C", "N", "B", "N", "C", "P", "C", "C", "C", "C", "C", "C", "C", "C", "C", "C", "C", "C", "C", "C", "C", "C", "C", "C", "H", "H", "H", "H", "H", "H", "H", "H", "H", "H", "H", "H", "H", "H", "H", "H", "H", "H", "H", "H", "H", "H", "H", "H", "H", "H", "H", "H", "H", "H", "H", "H", "H", "H", "H", "H", "H", "H", "H", "H", "H", "H", "H", "H", "Se", "N", "C", "C", "C", "C", "C", "C", "N", "H", "H", "H", "H"],
  "xyz": [[0.6927, -0.9186, -0.1422], [-0.7340, -4.3183, -0.1466], [-0.0557, -3.9311, 1.1690], [-0.6067, -4.8613, 2.2538], [1.4845, -4.2348, 1.2710], [-0.4524, -2.1759, 1.5348], [-2.3502, -1.9594, 1.2254], [-2.4828, -0.7354, 0.4805], [-1.2530, -0.0974, -0.1248], [-1.6889, 1.2505, -0.3610], [-0.8386, 1.9274, -1.2654], [0.0532, 0.3149, -1.9397], [3.1224, -0.6280, -0.4238], [3.5497, -1.7990, -1.2854], [3.2443, 0.7539, -0.9805], [3.3180, -0.7287, 1.0620], [-1.0187, -0.3816, -3.3396], [-2.4528, -0.7599, -2.8192], [-0.3551, -1.6779, -3.8493], [-1.1336, 0.6819, -4.4197], [-2.9908, 1.4591, 0.1850], [-3.6998, 2.6396, 0.4229], [-4.9585, 2.5495, 1.0886], [-5.4024, 1.3418, 1.5467], [-4.7090, 0.1334, 1.3774], [-3.3794, 0.2506, 0.7878], [-0.3387, -1.5371, 3.3166], [0.9856, -1.9747, 3.9991], [-0.3660, 0.0229, 3.3685], [-1.5324, -1.9851, 4.1783], [0.0075, -4.6904, -0.9021], [-1.3327, -3.4891, -0.5203], [-1.3646, -5.1620, 0.1170], [-0.4668, -5.8872, 1.9180], [-1.7285, -4.7525, 2.3560], [-0.0896, -4.7117, 3.2046], [1.6631, -5.2537, 1.6891], [1.9512, -3.5859, 2.0511], [2.0649, -4.0849, 0.3654], [-2.8908, -1.9293, 2.1677], [-2.6491, -2.8453, 0.6636], [-0.0627, 2.5080, -0.7050], [-1.3771, 2.5497, -2.0426], [2.8080, -2.5834, -1.3726], [4.4418, -2.2743, -0.7972], [3.8300, -1.4454, -2.2994], [2.6630, 0.8765, -1.9489], [4.3154, 0.9994, -1.2022], [2.7622, 1.4640, -0.2562], [4.4109, -0.6054, 1.2414], [2.9255, -1.6753, 1.4745], [2.8369, 0.1473, 1.5516], [-2.3875, -1.6827, -2.2232], [-3.2069, -0.8232, -3.7040], [-2.8227, 0.0788, -2.1388], [-0.6132, -2.5017, -3.1409], [0.7298, -1.5482, -3.9623], [-0.7262, -2.0238, -4.8204], [-1.9755, 1.3962, -4.3110], [-1.2741, 0.1594, -5.3983], [-0.2155, 1.3079, -4.5435], [-3.4437, 3.5554, -0.1120], [-5.5690, 3.4744, 1.2316], [-6.4057, 1.3040, 2.0230], [-5.0694, -0.8927, 1.5878], [1.8338, -1.5864, 3.4635], [1.0932, -3.0439, 4.0995], [0.9877, -1.5719, 5.0718], [0.6253, 0.5493, 3.1287], [-0.6823, 0.2876, 4.4152], [-1.1310, 0.3743, 2.6521], [-1.8119, -3.0502, 4.0569], [-2.4262, -1.3518, 3.9792], [-1.1981, -1.8167, 5.2030], [0.1142, 5.3113, 0.0194], [0.6483, 6.7752, -0.9755], [1.8718, 6.4747, -1.3685], [2.6290, 7.3191, -2.2131], [3.8226, 6.7986, -2.7200], [4.3822, 5.6024, -2.1723], [3.7324, 4.7198, -1.3535], [2.4584, 5.1171, -0.8867], [1.6302, 4.3618, -0.1463], [2.2058, 8.2139, -2.6481], [4.2610, 7.2441, -3.6049], [5.4134, 5.4711, -2.4372], [4.1503, 3.8066, -0.9748]],
  "forces_ev_per_angstrom": [[-1.837, 0.235, 0.332], [0.978, -0.422, -0.428], [0.967, -1.214, 1.453], [-1.722, 0.154, 0.240], [0.235, 0.628, 0.967], [-0.238, 1.374, -0.266], [1.241, -0.503, -0.153], [2.659, -0.236, 0.075], [-2.397, -0.386, 1.282], [-0.769, -1.420, 1.072], [1.104, 0.693, -1.237], [-0.028, 1.181, -0.998], [-0.909, -0.344, -0.197], [1.091, 0.488, 0.225], [-0.617, 0.735, -0.733], [0.041, 0.534, 0.031], [-1.142, -0.466, 0.590], [-0.707, 1.511, -0.448], [0.138, -0.295, 0.557], [0.416, 0.662, -1.388], [1.065, 0.741, 0.892], [-1.436, -0.270, -0.769], [1.528, 1.677, -0.738], [-1.591, -1.850, 0.812], [2.476, 0.291, -0.881], [-3.246, 0.118, -0.173], [0.869, -0.041, 0.494], [-0.834, 0.481, 1.261], [0.390, 0.308, -0.361], [-0.342, -0.221, -0.276], [-0.690, 0.618, 0.531], [0.125, -0.316, -0.566], [-0.396, 0.014, -0.520], [0.193, -0.111, 0.128], [1.105, 0.035, 0.215], [-0.316, -0.099, 0.019], [-0.267, 0.553, -0.756], [-0.344, -0.292, -0.569], [-0.152, -0.041, -0.235], [0.025, -0.030, -0.076], [-0.369, 0.116, 0.074], [-0.579, -0.150, -0.870], [0.735, -0.694, 0.799], [-0.272, -0.170, -0.060], [-0.530, 0.290, -0.512], [-0.196, -0.341, 0.558], [0.943, -0.241, 1.032], [-0.690, 0.031, 0.372], [0.805, -0.273, -0.679], [-0.367, -0.365, 0.220], [0.548, 0.417, -0.024], [0.217, -0.666, -0.090], [-0.357, 0.267, -0.342], [1.383, -0.220, 1.498], [0.175, -1.190, -1.007], [0.669, 0.539, -0.367], [-0.159, -0.253, 0.154], [-0.216, 0.428, 0.077], [0.390, -0.539, 0.255], [-0.019, 0.469, 0.665], [-0.518, -0.527, 0.139], [0.199, -0.103, 0.457], [0.652, -1.000, -0.162], [0.800, -0.027, -0.374], [-0.025, 1.026, 0.227], [0.435, 0.217, -0.106], [-0.039, -0.415, -0.051], [0.095, -0.332, -1.512], [-1.359, -0.968, 0.274], [0.367, -0.028, -1.050], [0.237, 0.232, 0.457], [0.193, 0.537, 0.110], [0.585, -0.452, 0.278], [-0.382, -0.101, 0.114], [0.282, 0.928, -0.376], [0.349, -1.913, 0.768], [0.111, -1.393, 1.534], [1.880, -1.038, -1.858], [-2.266, 0.676, 1.012], [0.207, -0.376, 0.005], [0.372, 1.225, -0.093], [-2.381, 0.855, -0.355], [0.523, 1.613, -0.991], [-0.135, 0.020, 0.222], [0.393, 0.255, 0.422], [0.308, -0.664, -0.237], [0.337, -0.174, -0.012]],
  "s_squared": 2.019,
  "total_charge": 1,
  "orbital_gap_ev": [7.23, 6.20],
  "homo_energy_ha": [-0.3702, -0.3846],
  "spin_multiplicity": 3
}